# 1
2 unconnected molecules or ions with the total composition C24H19NO2. Source: the Open Molecules 2025 dataset; level of theory: ωB97M-V/def2-TZVPD.

Structure (XYZ):
```
46
Properties=species:S:1:pos:R:3:forces:R:3
C 5.364451 -1.746781 4.637531 0.00 -0.04 0.03
C 4.530740 -2.392104 3.713273 0.08 0.25 -0.09
C 3.753678 -1.640707 2.824275 0.11 0.28 0.19
C 3.832958 -0.246814 2.875085 -0.04 -0.15 0.41
O 2.983360 0.543386 2.087487 -0.36 -0.26 0.12
C 1.630692 0.519072 2.412395 0.18 0.29 0.19
C 1.111137 1.629956 3.084598 0.42 -0.10 -0.14
C -0.235023 1.691540 3.359527 -0.73 0.06 -0.40
C -1.155408 0.721312 2.874210 0.87 -0.16 -0.15
C -2.548634 0.928073 3.206080 0.71 0.08 0.89
C -3.535975 -0.098710 3.327025 -1.55 -1.45 1.08
C -4.795913 0.289902 3.888410 0.27 -0.06 -0.53
C -5.871586 -0.591437 3.964753 -0.23 0.00 -0.14
C -5.745025 -1.909455 3.500670 0.59 0.58 -0.08
C -4.479317 -2.364632 3.116161 0.10 -0.10 -0.02
C -3.371006 -1.514529 3.140863 0.11 0.59 -0.55
C -0.595752 -0.398552 2.195209 0.16 0.28 -0.19
C 0.786499 -0.520146 2.019173 -0.13 0.03 -0.30
C 4.722087 0.408888 3.736627 -0.46 -0.28 -0.01
C 5.457796 -0.346768 4.653184 0.05 -0.19 -0.39
H 5.953796 -2.341115 5.349097 -0.31 0.31 -0.38
H 4.481637 -3.484658 3.661701 0.05 0.44 0.14
H 3.074175 -2.109490 2.107140 0.39 0.08 0.35
H 1.783435 2.451819 3.336156 -0.20 -0.32 0.09
H -0.629373 2.541419 3.910161 0.03 -0.07 -0.14
H -2.721752 1.801698 3.843072 0.07 -0.45 -0.48
H -4.909165 1.320755 4.232925 -0.04 -0.26 -0.36
H -6.850843 -0.236680 4.316240 0.60 -0.14 -0.07
H -6.602991 -2.574014 3.452769 0.13 0.13 0.07
H -4.360579 -3.397572 2.754122 0.05 0.51 0.50
H -2.371228 -1.958452 3.026081 -0.70 0.34 -0.19
H -1.225734 -1.156324 1.728165 0.18 0.37 0.19
H 1.232301 -1.370259 1.487681 -0.49 0.42 0.20
H 4.770493 1.499471 3.707074 -0.01 -0.36 0.07
H 6.119320 0.166431 5.358817 -0.25 -0.29 -0.27
O -3.435976 2.507735 2.113077 0.79 0.84 1.45
C -4.070603 3.238368 1.271433 -1.25 0.23 -2.43
C -4.449584 2.672708 -0.007397 -0.38 0.62 0.76
C -5.393009 3.304547 -0.808358 1.19 -0.87 0.65
N -5.889293 4.490116 -0.544656 -1.27 0.55 -1.06
C -5.456210 5.133136 0.514657 0.75 -0.42 0.60
C -4.539436 4.621384 1.428953 0.36 -1.22 -0.01
H -4.068133 1.698724 -0.283130 0.00 -0.11 0.10
H -5.754699 2.791321 -1.685219 -0.09 -0.01 -0.33
H -5.899679 6.110617 0.637262 0.19 0.29 0.30
H -4.221968 5.275934 2.228201 0.07 -0.29 0.34
```
Forces are in eV/Å.

Calculated values
Lowest unoccupied orbital energy: -2.079 eV
Kohn-Sham gap: 4.995 eV
ΔE to the lowest compared entry with this formula, charge and spin: 47.81 kcal/mol
E_HOMO: -7.07 eV
E: -30777.534 eV
2S+1: 1

# 2
C24H19NO3 in the gas phase. Source: the Open Molecules 2025 dataset; level of theory: ωB97M-V/def2-TZVPD.

Structure (XYZ):
```
47
Properties=species:S:1:pos:R:3:forces:R:3
C -3.626102 -0.760580 0.988852 0.08 -0.18 0.06
O -4.248572 0.444043 0.609018 -0.14 0.26 -0.08
C -3.461883 1.479338 0.213997 0.10 0.22 -0.05
C -4.131305 2.589237 -0.308581 0.04 -0.15 0.05
C -3.417937 3.690568 -0.733298 -0.15 -0.07 0.02
C -2.037239 3.704506 -0.652534 0.30 -0.19 0.06
C -1.353389 2.595034 -0.155273 -0.72 0.22 -0.10
C 0.096902 2.650854 -0.095088 0.67 -0.50 -0.12
C 0.990968 1.655546 -0.278247 -0.60 0.67 0.01
C 0.583696 0.292912 -0.696473 -0.28 0.07 -0.44
O -0.359206 0.049492 -1.415733 0.18 0.09 0.16
N 1.377245 -0.737125 -0.206804 -0.20 -0.56 -0.01
C 0.881872 -2.070897 -0.386365 -0.09 -0.35 -0.07
C 1.474558 -2.913502 -1.310741 -0.09 0.16 0.10
C 0.974193 -4.193908 -1.467782 0.03 0.00 -0.05
C -0.106301 -4.619169 -0.717057 -0.01 0.04 0.03
C -0.703483 -3.777187 0.213810 0.07 0.04 0.00
C -1.884653 -4.238086 1.012196 -0.03 0.01 -0.08
C -0.193145 -2.497418 0.375322 0.16 -0.06 -0.11
C 2.638657 -0.598506 0.353718 0.20 -0.13 0.28
O 3.221937 -1.552127 0.820774 -0.01 0.20 -0.11
C 3.211892 0.756443 0.277544 0.22 0.50 0.00
C 4.568606 0.912031 0.548633 -0.08 -0.05 -0.01
C 5.159173 2.155095 0.450123 0.02 -0.05 0.01
C 4.391148 3.248466 0.073871 -0.05 0.02 0.02
C 3.040501 3.105504 -0.178021 -0.02 -0.04 -0.03
C 2.422328 1.859660 -0.069217 0.55 -0.13 0.15
C -2.078172 1.496338 0.305493 -0.15 -0.06 0.13
H -2.951488 -1.122384 0.206845 0.01 0.00 0.02
H -3.075356 -0.647378 1.929248 0.01 -0.01 -0.04
H -4.433698 -1.476606 1.134273 0.09 0.01 0.01
H -5.207640 2.559220 -0.366009 -0.13 0.00 0.00
H -3.942078 4.546657 -1.131100 -0.05 0.06 -0.03
H -1.482010 4.562609 -1.001069 0.07 0.10 0.00
H 0.487461 3.633063 0.144571 0.10 0.00 0.05
H 2.315895 -2.570056 -1.892709 0.08 0.04 -0.04
H 1.429822 -4.861721 -2.183389 0.04 -0.06 -0.06
H -0.492390 -5.619381 -0.850389 -0.03 -0.11 -0.01
H -2.791811 -4.157260 0.412822 -0.11 -0.03 0.02
H -1.768400 -5.279450 1.303991 -0.05 -0.05 0.07
H -2.013533 -3.632720 1.905820 -0.04 0.01 0.10
H -0.627921 -1.828263 1.104021 -0.04 0.10 0.09
H 5.135709 0.036842 0.827618 0.04 -0.06 0.02
H 6.212057 2.275261 0.653970 0.09 0.00 0.01
H 4.851501 4.220318 -0.026184 0.03 0.08 -0.01
H 2.467166 3.965423 -0.488363 -0.06 0.07 -0.03
H -1.545573 0.669273 0.743885 -0.02 -0.12 0.01
```
Forces are in eV/Å.

Calculated values
Lowest unoccupied orbital energy: -0.540 eV
Kohn-Sham gap: 7.848 eV
ΔE to the lowest compared entry with this formula, charge and spin: 0.00 kcal/mol
E_HOMO: -8.39 eV
E: -32829.508 eV
2S+1: 1

# 3
A molecular structure, C24H19O4PdSb. Source: the Open Molecules 2025 dataset; level of theory: ωB97M-V/def2-TZVPD.

Structure (XYZ):
```
49
Properties=species:S:1:pos:R:3:forces:R:3
Pd 0.871230 1.889797 -2.135546 -0.97 -1.16 0.05
C 1.182544 2.400822 -0.243231 1.95 2.57 4.37
O 1.693874 2.919463 0.649008 -1.59 -1.60 -2.57
C 0.898878 3.737215 -2.849797 -0.05 4.22 -0.94
O 0.906074 4.870604 -3.041530 0.01 -3.68 0.50
C -1.009845 1.309694 -2.595288 -3.66 1.13 -2.36
O -2.080966 1.428055 -2.998993 2.85 -0.76 1.40
C 2.740681 1.252931 -2.395158 4.81 -0.56 -0.15
O 3.880750 1.167300 -2.270698 -3.39 0.11 -0.46
C 0.938539 -0.162418 -6.990230 0.01 0.62 0.02
H 1.871260 -0.721602 -6.871818 -0.31 0.20 -0.11
H 0.008925 -0.720006 -6.844095 0.30 0.20 -0.12
C 0.935165 1.142108 -7.299872 0.01 -0.56 0.28
H 0.002524 1.700711 -7.419733 0.30 -0.22 -0.02
H 1.865176 1.698323 -7.448780 -0.31 -0.22 0.00
C -2.731232 2.444966 3.249741 0.13 -0.19 -0.06
C -2.594176 2.862274 1.923492 0.20 -0.10 -0.16
C -1.814924 2.116791 1.023015 -0.32 0.35 0.08
C -1.175600 0.956164 1.449254 -0.01 -0.63 -0.48
C -1.368712 0.502794 2.754969 -0.26 -0.06 0.50
C -2.125656 1.253519 3.664553 0.07 0.10 -0.28
Sb -0.180613 -0.367139 -0.004756 0.59 -0.24 1.31
C 1.794708 -0.794275 0.881247 -0.70 0.22 -0.18
C 2.814044 -1.339652 0.096966 0.24 -0.05 -0.17
C 4.101529 -1.498923 0.629489 -0.20 0.15 0.11
C 4.361119 -1.121209 1.952647 -0.28 0.02 -0.15
C 3.336909 -0.578578 2.734675 -0.14 -0.03 -0.20
C 2.054894 -0.404332 2.192630 0.26 0.08 0.37
C -1.449447 -2.032410 0.735613 1.47 0.66 -0.48
C -0.976062 -2.960427 1.661231 -0.35 -1.52 1.47
C -1.892900 -3.705156 2.420965 2.27 0.45 -0.32
C -3.263781 -3.600320 2.162926 -0.90 0.16 0.05
C -3.724153 -2.745655 1.154238 0.17 1.14 -1.18
C -2.806228 -1.989123 0.411101 -2.66 -0.68 0.49
H -3.322986 3.035443 3.954571 0.21 -0.23 -0.29
H -3.099024 3.769594 1.581773 0.22 -0.31 0.11
H -1.741312 2.448701 -0.014382 0.00 -0.01 0.28
H -0.970121 -0.456575 3.084202 0.07 0.25 -0.03
H -2.249296 0.901298 4.690161 0.04 0.10 -0.33
H 2.627746 -1.627394 -0.939720 0.05 0.01 0.24
H 4.907960 -1.894945 0.007074 -0.34 0.08 0.21
H 5.362299 -1.238245 2.368901 -0.30 0.02 -0.13
H 3.531928 -0.275213 3.765379 -0.06 -0.08 -0.35
H 1.281672 0.066520 2.799522 0.20 -0.13 -0.10
H 0.091600 -3.098454 1.828325 -0.21 0.19 0.06
H -1.537379 -4.355588 3.222838 -0.08 0.14 -0.32
H -3.976878 -4.182220 2.747017 0.18 0.06 -0.18
H -4.795332 -2.657170 0.955255 0.41 -0.10 0.01
H -3.175415 -1.348041 -0.389141 0.08 -0.09 0.20
```
Forces are in eV/Å.

Calculated values
Total charge: +2
Lowest unoccupied orbital energy (spin up / spin down): -6.398 / -10.851 eV
Kohn-Sham gap (spin up / spin down): 7.532 / 3.079 eV
ΔE to the lowest compared entry with this formula, charge and spin: 0.00 kcal/mol
E_HOMO (spin up / spin down): -13.93 / -13.93 eV
E: -43382.353 eV
2S+1: 3

Question: Which formula does entry 2 have?
Answer: C24H19NO3

Question: Look up the ΔE to the lowest compared entry with this formula, charge and spin of the second one.
Answer: 0.00 kcal/mol

Question: 2S+1 of number 3 (C24H19O4PdSb)?
Answer: 3

Question: Which value of E does entry 1 give?
Answer: -30777.534 eV